(1)
60
Properties=species:S:1:pos:R:3:mulliken_charge:R:1 method="wB97M-V/def2-TZVPD" smiles=COCCNCCOC.CCO.CCO.CCO.CCO e_above_lowest_kcal_mol=0.0 homo_energy_ev=-8.9
C 7.3215 -2.9503 -0.3669 -0.773
O 6.6797 -2.2744 0.6487 -0.273
C 7.5532 -1.4850 1.4160 -0.630
C 6.7589 -0.5913 2.3199 -0.644
N 5.8536 0.2391 1.5679 -0.384
C 5.0018 1.0416 2.4347 -0.594
C 3.7614 1.4857 1.6629 -0.673
O 2.9725 0.3133 1.4722 -0.312
C 1.6732 0.5940 1.0342 -0.791
H 6.5961 -3.5813 -0.8781 0.240
H 8.1163 -3.6261 0.0012 0.289
H 7.8303 -2.2939 -1.0859 0.326
H 8.1934 -0.8462 0.7802 0.347
H 8.2668 -2.1049 1.9785 0.434
H 7.4539 0.0038 2.9159 0.363
H 6.2379 -1.2475 3.0446 0.350
H 5.2208 -0.3531 1.0385 0.293
H 5.5003 1.9511 2.7767 0.354
H 4.5961 0.4702 3.2809 0.321
H 4.0326 1.8989 0.6854 0.333
H 3.1706 2.2034 2.2407 0.512
H 1.1674 1.3371 1.6666 0.305
H 1.1019 -0.3315 1.1057 0.285
H 1.6423 0.9559 -0.0011 0.321
C -2.7755 2.2875 5.0749 -0.881
C -3.9988 1.7198 5.6984 -0.172
O -3.8604 1.8229 7.1222 -0.523
H -1.9265 1.7425 5.4997 0.276
H -2.6487 3.3487 5.2783 0.296
H -2.7446 2.1373 3.9965 0.188
H -4.1662 0.6758 5.4180 0.267
H -4.9004 2.2816 5.4186 0.263
H -4.6589 1.4635 7.5196 0.292
C -2.5216 0.3768 0.6410 -0.841
C -1.6881 0.4445 -0.6173 -0.130
O -2.1887 -0.2869 -1.7278 -0.507
H -3.5821 0.5908 0.5188 0.337
H -2.1463 1.1253 1.3508 0.228
H -2.3667 -0.5660 1.1701 0.291
H -0.6825 0.0658 -0.4376 0.055
H -1.5504 1.4902 -0.9236 0.324
H -2.8875 0.2252 -2.1461 0.194
C -1.6932 -0.8646 -5.2609 -0.906
C -2.9281 -1.6950 -5.5704 -0.167
O -3.9502 -0.8060 -6.0024 -0.616
H -0.8150 -1.5103 -5.1952 0.363
H -1.7766 -0.3079 -4.3310 0.124
H -1.5004 -0.1958 -6.1031 0.310
H -3.1926 -2.2233 -4.6484 0.243
H -2.6691 -2.4080 -6.3556 0.369
H -4.7822 -1.2660 -6.1494 0.277
C -6.6721 -0.3735 -3.4816 -1.122
C -5.3140 0.1198 -2.9967 -0.140
O -4.7316 0.9745 -3.9819 -0.562
H -6.5250 -0.9553 -4.3919 0.217
H -7.3425 0.4486 -3.7218 0.287
H -7.0986 -1.0261 -2.7145 0.353
H -4.6771 -0.7705 -2.9053 0.213
H -5.3244 0.6709 -2.0603 0.351
H -4.4159 0.4345 -4.7238 0.448


(2)
68
Properties=species:S:1:pos:R:3:mulliken_charge:R:1 method="wB97M-V/def2-TZVPD" charge=+1 homo_energy_ev=-12.6
N 3.5843 2.1378 -0.7428 -0.551
C 2.6693 2.8288 -1.6470 1.222
N 2.4311 4.1664 -1.1339 -0.773
N 3.2833 3.0261 -2.9551 -0.678
C 1.4252 1.8983 -1.8324 -0.982
S -0.1180 2.7263 -2.2171 -0.160
H 4.0516 2.8051 -0.1402 0.279
H 3.1564 1.4137 -0.1788 0.193
H 1.9948 4.1631 -0.2183 0.218
H 1.9386 4.7670 -1.7838 0.243
H 4.1811 3.4710 -2.7790 0.305
H 3.5298 2.1076 -3.3172 0.282
H 1.6297 1.2259 -2.6685 0.435
H 1.2191 1.3096 -0.9398 0.374
H -0.0294 4.0221 -1.8690 0.266
H -0.3718 2.6190 -3.5329 0.293
O 3.0064 -1.4276 -1.4424 -0.562
P 3.0102 -2.8914 -1.5591 0.650
O 1.7571 -3.5789 -0.8588 -0.265
C 0.4224 -3.1977 -1.2190 -0.117
C -0.0127 -3.7914 -2.5440 -0.994
O 4.1075 -3.4682 -0.5375 -0.279
C 5.2093 -2.6716 -0.0888 -0.273
C 5.0205 -2.2921 1.3630 -1.129
O 3.3153 -3.7271 -2.8394 -0.313
C 4.0088 -4.9969 -2.8737 -0.164
C 3.2305 -6.1193 -2.2340 -0.942
H 0.3476 -2.1064 -1.2382 0.128
H -0.2179 -3.5574 -0.4157 0.329
H 0.5820 -3.3979 -3.3708 0.281
H -1.0611 -3.5615 -2.7356 0.417
H 0.1144 -4.8736 -2.5380 0.189
H 5.3246 -1.7834 -0.7105 0.325
H 6.1081 -3.2794 -0.2079 0.309
H 4.0734 -1.7687 1.5014 0.251
H 5.8332 -1.6483 1.7017 0.381
H 4.9972 -3.1831 1.9907 0.314
H 5.0018 -4.8907 -2.4410 0.223
H 4.1526 -5.1999 -3.9336 0.350
H 3.1721 -6.0018 -1.1527 0.286
H 3.7293 -7.0644 -2.4494 0.402
H 2.2139 -6.1616 -2.6245 0.185
O -4.2563 -0.1141 1.5209 -0.762
P -4.4516 1.2776 1.9213 0.914
O -3.0598 2.0884 1.9569 -0.338
C -2.2437 2.0813 0.7957 -0.320
C -2.7515 3.0121 -0.2939 -0.165
O -4.7438 1.3401 3.4931 -0.269
C -5.2964 0.2143 4.1945 -0.319
C -4.2474 -0.4135 5.0825 -1.123
O -5.5024 2.3025 1.3813 -0.316
C -6.1301 3.3477 2.1564 -0.164
C -5.1754 4.4353 2.5832 -0.917
H -2.1563 1.0575 0.4170 0.349
H -1.2505 2.3986 1.1258 0.284
H -3.7145 2.6846 -0.6872 0.331
H -2.0238 3.0185 -1.1096 -0.429
H -2.8878 4.0241 0.0903 0.233
H -5.7003 -0.5160 3.4938 0.383
H -6.1255 0.5953 4.7931 0.303
H -3.3759 -0.7069 4.4968 0.275
H -4.6469 -1.2951 5.5840 0.381
H -3.9133 0.2971 5.8394 0.295
H -6.6586 2.9166 3.0044 0.224
H -6.8904 3.7593 1.4943 0.355
H -4.4751 4.0802 3.3384 0.278
H -5.7451 5.2625 3.0068 0.403
H -4.5990 4.8044 1.7344 0.166


(3)
72
Properties=species:S:1:pos:R:3:mulliken_charge:R:1 method="wB97M-V/def2-TZVPD" e_above_lowest_kcal_mol=164.0 homo_energy_ev=-7.2
Ag -1.1014 4.5529 2.7467 0.832
O 1.8223 -0.7678 0.4277 -0.432
C 1.2280 0.3361 0.7997 0.739
O 1.9395 1.3146 0.8753 -0.724
O 0.0734 0.3705 1.1676 -0.710
H 2.6715 -0.3233 0.4823 0.298
C 7.9009 1.1227 -2.1185 -0.613
O 8.4686 1.8520 -3.1354 -0.463
H 8.5317 0.7382 -1.3171 0.263
H 7.3740 1.8009 -1.4472 0.272
H 7.2552 0.3255 -2.4869 0.234
H 9.2004 2.1977 -2.6191 0.309
C -4.9126 6.9935 -2.6944 -0.479
C -4.1088 5.6542 -2.7862 -0.334
O -3.4822 5.1812 -1.5604 -0.505
O -4.1065 7.9733 -2.0860 -0.520
H -5.7271 6.8859 -1.9781 0.311
H -5.1268 7.2975 -3.7189 0.293
H -3.4292 5.5140 -3.6267 0.346
H -4.9979 5.0581 -2.9914 0.266
H -3.3236 4.2413 -1.6746 0.316
H -3.3902 8.1987 -2.6841 0.304
C 2.2262 9.9444 4.7996 -0.547
C 3.1759 8.8285 4.2818 -0.356
O 2.3449 7.8942 3.6969 -0.476
O 1.9614 10.9971 3.9518 -0.491
H 2.8576 10.4212 5.5493 0.300
H 1.3885 9.6152 5.4145 0.335
H 3.7350 8.4278 5.1274 0.322
H 3.8119 9.2820 3.5215 0.300
H 2.9274 7.2177 3.3439 0.289
H 1.4691 10.5502 3.2594 0.322
C -0.1799 -1.3603 -5.7242 -0.339
C -1.0352 -1.1251 -7.0094 -0.484
O -2.3830 -0.6883 -6.8851 -0.495
O -0.8402 -2.3695 -4.9810 -0.518
H -0.1026 -0.5546 -4.9942 0.334
H 0.7896 -1.7254 -6.0630 0.263
H -0.9322 -1.9520 -7.7120 0.284
H -0.4522 -0.3658 -7.5308 0.311
H -2.6755 -1.2146 -6.1375 0.348
H -0.3456 -2.4102 -4.1592 0.298
C 4.4459 -6.8218 -0.5139 -0.255
C 4.7492 -7.0381 0.9699 -0.490
O 4.6903 -5.8458 1.7101 -0.528
O 3.2411 -6.1561 -0.7224 -0.490
H 4.3321 -7.7757 -1.0289 0.293
H 5.2151 -6.2426 -1.0248 0.241
H 5.6055 -7.6981 1.1090 0.362
H 4.0283 -7.7668 1.3406 0.259
H 3.7637 -5.7169 1.9258 0.316
H 3.2578 -5.4428 -0.0801 0.293
C -6.0241 -2.5611 -1.1623 -0.390
C -5.3739 -3.4017 -0.0342 -0.391
O -3.9661 -3.3488 -0.1019 -0.567
O -5.3233 -2.5636 -2.3509 -0.458
H -6.0397 -1.5440 -0.7708 0.265
H -6.9661 -3.0442 -1.4218 0.267
H -5.5856 -4.4709 -0.0258 0.313
H -5.7436 -2.9445 0.8836 0.298
H -3.7749 -2.4565 0.1960 0.318
H -4.4668 -2.8582 -2.0326 0.345
C -1.5405 -5.4006 5.6963 -0.503
C -2.5477 -6.5845 5.9260 -0.244
O -3.4675 -6.7255 4.8649 -0.488
O -0.7213 -5.6659 4.4640 -0.485
H -0.9537 -5.3858 6.6147 0.316
H -2.0955 -4.4678 5.5957 0.273
H -3.0671 -6.5601 6.8839 0.337
H -1.9470 -7.4922 5.9847 0.231
H -2.9628 -6.5124 4.0766 0.278
H -1.2625 -5.4373 3.7047 0.286


(4)
71
Properties=species:S:1:pos:R:3:mulliken_charge:R:1 method="wB97M-V/def2-TZVPD" homo_energy_ev=-8.7
C 2.7355 1.6469 -0.4979 -0.655
S 3.1543 2.2930 -2.1396 0.364
O 1.8020 2.2495 -2.8583 -0.502
C 3.5764 3.9852 -1.8491 -0.935
H 2.3849 0.6226 -0.7917 -0.125
H 1.8704 2.1799 -0.1870 0.302
H 3.5509 1.6794 0.2015 0.576
H 4.5390 3.9576 -1.2818 0.382
H 2.7595 4.5480 -1.3718 0.281
H 3.8312 4.2621 -2.9010 0.348
C 3.5376 -5.2130 2.1836 -1.065
S 2.4957 -4.0691 1.2120 0.566
O 2.0148 -3.1295 2.2387 -0.571
C 3.7183 -3.1618 0.3517 -0.562
H 2.7818 -5.6436 2.8602 0.344
H 4.2541 -4.6918 2.8278 0.290
H 4.0706 -5.9031 1.5164 0.375
H 4.1396 -3.7112 -0.5181 0.382
H 4.5256 -2.7621 1.0084 0.337
H 3.2152 -2.3195 -0.1347 -0.082
C -0.1225 -0.2830 -2.2315 0.465
S 0.8390 -1.8148 -2.4589 0.309
O 1.2479 -2.1286 -1.0589 -0.420
C -0.5021 -2.9446 -2.9262 -0.880
H -0.7827 -0.3816 -1.4136 -0.064
H -0.5824 -0.1092 -3.2062 0.295
H 0.6538 0.4636 -1.9047 -0.603
H -1.4905 -2.7790 -2.4162 0.124
H -0.1135 -3.9710 -2.8316 0.366
H -0.6622 -2.8586 -3.9685 0.464
C -4.2991 0.6544 -1.0341 -0.930
S -3.7476 -0.4030 -2.3326 0.866
O -3.4655 -1.7515 -1.8257 -0.808
C -5.3050 -0.5668 -3.1992 -1.212
H -4.6236 1.5990 -1.5033 0.436
H -3.4431 0.7129 -0.3684 0.055
H -5.0613 0.0648 -0.5157 0.479
H -5.7525 0.4099 -3.3652 0.387
H -6.0276 -1.2172 -2.6305 0.331
H -5.1190 -1.1078 -4.0987 0.378
C -1.0069 2.8088 -4.4338 -0.639
S -1.9722 3.5646 -3.1203 0.358
O -3.3863 3.1178 -3.3800 -0.617
C -1.4538 2.6225 -1.6983 0.450
H -1.2157 1.7548 -4.6064 0.160
H 0.0591 2.9001 -4.2033 0.235
H -1.2855 3.3403 -5.4101 0.358
H -1.7932 1.5775 -1.7352 -0.741
H -1.9408 3.0712 -0.8315 0.439
H -0.3513 2.5940 -1.6767 -0.087
C 2.4890 2.1344 4.8407 -1.023
S 2.7932 1.4867 3.2408 0.600
O 4.1269 1.8922 2.7083 -0.672
C 2.8508 -0.2768 3.7044 -0.558
H 3.3123 2.0577 5.5558 0.328
H 1.5037 1.7485 5.0797 0.335
H 2.4496 3.2272 4.7118 0.339
H 3.7462 -0.4188 4.3451 0.444
H 2.9497 -0.7947 2.7360 -0.081
H 1.8597 -0.5197 4.1041 0.258
C -0.6912 -1.4476 1.9122 0.055
Br -0.9451 0.5339 2.3405 -0.119
Br -2.0177 -1.9024 0.5663 0.083
Br -0.9712 -2.3729 3.5735 -0.059
H 0.3253 -1.6849 1.5986 0.100
C -4.5398 0.0241 4.5456 -0.683
O -4.4006 0.1797 3.1273 -0.412
H -5.0634 -0.8042 4.8100 0.324
H -3.5823 -0.2696 4.9600 0.238
H -5.0024 0.8785 5.0134 0.265
H -3.4438 0.5697 3.0420 0.231


Electronic energy for every record listed, in sequence, given in eV: -28923.095, -65427.303, -51930.866, -304647.949.